Record 1
Density functional theory data (wB97M-V/def2-TZVPD) for one molecule with the formula C19H24N2O2S.

Geometry as ORCA input:
```
! RIJCOSX wB97M-V def2-TZVPD def2/J DEFGRID3
* xyz 0 1
C -0.95787 -2.62132 -4.88149
C 0.87280 4.33857 2.08995
H 0.11253 0.44176 3.88490
H -0.55542 -1.66990 3.43771
H 0.57369 5.37008 2.21078
O -1.08774 1.58201 0.20817
H 2.20526 -2.44206 -1.79720
C 0.44394 2.00316 2.46306
H -1.44709 -3.41372 1.91691
C -1.70465 -1.54300 -4.43793
C 1.61657 1.70187 1.78390
C -1.14192 -1.38402 2.55899
N -0.59180 -0.14651 2.03020
C -1.43101 -0.98918 -3.20239
H 3.30708 2.45749 0.72160
H -2.49271 -1.13576 -5.05327
H 3.92093 4.83280 0.73760
H 2.80991 6.04339 1.39795
H -1.81730 -2.86877 -0.50880
C 0.08073 3.33251 2.61175
H 0.59379 -1.32047 -0.48496
H -1.15813 -3.06384 -5.84608
C 1.43534 -3.18298 -2.00759
H -1.36925 1.28569 3.37032
H -0.01887 -2.63181 1.22413
H 1.90149 0.66740 1.66152
H 0.62877 -3.97418 -4.43451
H 1.89714 -4.01317 -2.53656
H -2.18743 -1.23495 2.86525
O -2.96260 0.40389 1.25422
C 2.04151 4.04225 1.40197
C 2.40140 2.70843 1.25617
C 2.87798 5.13380 0.80553
C -0.20870 -0.84270 -1.05384
H 1.05113 -3.55701 -1.05902
H 0.04751 0.21088 -1.18616
C 0.33268 -2.58778 -2.83568
C 0.04891 -3.13188 -4.08401
H -0.83248 3.58287 3.13183
S -1.61035 0.38933 0.78491
H -2.92811 -1.96137 0.54498
H 2.52552 5.36071 -0.20105
C -1.06414 -2.48098 1.50033
C -1.88175 -2.09897 0.26447
H -2.00226 -0.15056 -2.83388
C -0.42005 -1.49836 -2.39515
C -0.40013 0.89604 3.02813
N -1.45487 -0.83972 -0.30767
*
```

Values from the calculation:
highest occupied orbital energy	-0.317	hartree
ΔE to the lowest compared entry with this formula, charge and spin	134.1	kJ/mol
SMILES string	Cc1ccc(CN2CCCN(Cc3ccccc3C)S2(=O)=O)cc1

Atom charges from the Löwdin analysis, given in e for atoms 1 to 4: atom 1 (C): -0.09, atom 2 (C): -0.04, atom 3 (H): 0.14, atom 4 (H): 0.13



Record 2
Density functional theory data (wB97M-V/def2-TZVPD) for an isolated ion of composition C3H11NP and charge +1.

Geometry as ORCA input:
```
! RIJCOSX wB97M-V def2-TZVPD def2/J DEFGRID3
* xyz 1 1
H 1.08694 -1.57409 -0.41094
H -1.53677 0.11275 -0.47913
H 1.20286 -1.46653 1.33243
H 1.33768 0.52057 0.07306
H -0.77712 0.18455 1.97179
C -0.00803 0.87602 1.55915
N 0.31161 0.43676 0.24194
H -1.00466 0.06379 -3.05450
C -0.62655 0.61373 -0.77369
H -0.47560 -1.78263 0.69300
H 0.14632 -1.26448 -2.24648
C 0.47440 -1.30312 0.48668
H -0.37159 1.90745 1.71825
H -0.98919 1.63860 -0.78696
H 1.00458 0.89938 2.08983
P 0.22510 0.13726 -2.41444
*
```

Values from the calculation:
highest occupied orbital energy	-0.530	hartree
ΔE to the lowest compared entry with this formula, charge and spin	387.5	kJ/mol
SMILES string	C[NH+](C)CP

Atom charges from the Löwdin analysis, given in e for atoms 1 to 4: atom 1 (H): 0.07, atom 2 (H): 0.11, atom 3 (H): 0.11, atom 4 (H): 0.17



Record 3
Density functional theory data (wB97M-V/def2-TZVPD) for a 7-piece molecular cluster, C30H63NO6 overall.

Geometry as ORCA input:
```
! RIJCOSX wB97M-V def2-TZVPD def2/J DEFGRID3
* xyz 0 1
C 0.53001 0.23661 0.07726
C -2.74475 -1.74831 -4.16081
H -2.81116 -0.65456 -6.76999
H -0.74063 -1.88113 4.88363
H -2.81278 2.84961 4.45054
C 0.81795 -0.28685 -2.19284
H -1.99901 0.03621 -3.18231
H 2.14826 -2.49902 4.13153
H 7.24966 0.93407 1.69583
C 1.35321 -2.06008 -5.91073
H -5.62296 0.45644 0.78875
C 6.96987 -0.03186 2.12213
C -2.18115 -0.34561 -4.19617
H 1.94761 -2.97344 -6.00440
C 5.43649 -0.11419 2.01198
O 1.88766 -1.34366 -4.79080
H -6.16373 -2.01545 1.63512
C -6.04174 -1.08126 2.18721
H -4.49981 -0.36382 -6.56821
H 2.32096 0.62702 -5.11155
H -1.79208 -2.27800 -0.04918
H -3.17653 -3.38791 0.23026
H 2.45419 1.21208 0.18460
C -0.21782 -1.09529 4.32262
H -0.52712 3.02057 1.46572
H 1.53294 -1.54321 -8.08714
C -5.07163 -0.11294 1.54246
C -1.84399 2.46439 4.11817
H -2.80323 1.37659 -5.33522
H -3.83427 -2.16044 2.24674
H 3.02801 -0.27760 -2.05999
H -2.17471 3.86645 1.43722
H -1.64608 1.52918 4.64065
C 7.14317 0.12771 3.63550
H 2.23798 1.31827 -2.02502
C 2.07211 -0.39890 4.37107
H -1.84759 -3.27287 1.37184
H -2.45927 -0.32189 -0.67901
H 0.29420 -2.28105 -5.78583
C -3.25388 0.13724 -0.08536
H -5.68699 -1.39422 3.17240
O 0.49143 -1.71768 3.26984
H 3.78114 -0.32517 -4.75600
H 7.17086 -0.87592 4.07413
H 0.20240 -0.69374 0.54626
H -2.45257 -1.09064 2.13773
H -3.38330 1.37880 -1.81844
H -4.70130 0.20348 -1.69272
H 0.15862 4.87114 2.97767
H 0.16531 1.07955 0.65842
H -3.38488 -1.85550 -3.28361
C -3.22430 0.45389 -4.93683
N -4.03928 -0.76435 0.72181
H 2.96841 -0.31687 4.98464
O 4.96924 0.76618 3.02198
H 2.13102 0.46972 3.70222
H 5.14033 0.36917 1.07875
C 1.88434 -1.60632 3.52308
H -4.70195 1.63969 -0.61344
H -0.97847 -0.36566 4.03740
H 0.50469 0.66497 5.35942
C 0.79589 -0.37703 5.23440
C 2.80345 -0.34920 -5.23635
H 2.61718 -0.55057 0.23189
O -3.61011 -1.83571 -5.31592
H 0.98893 -0.85875 6.19031
H -4.10410 0.67637 -4.33277
H -1.95734 -2.49792 -4.22562
C 2.14277 0.27111 -1.73365
H 6.16259 1.93489 4.27010
C 1.57408 -1.10459 -7.08621
H 0.26050 3.04261 4.53188
H -1.16182 -0.28102 -4.58992
C -3.59521 -0.58372 -6.00040
H 3.75674 -1.24394 -7.01193
H 8.09750 0.58384 3.89913
O -1.96474 2.36431 2.69471
C -1.32776 3.51161 2.01756
C -2.47857 -2.68974 0.68958
C -3.18818 -1.64729 1.53632
H 5.00057 -1.11453 2.05388
H 5.52994 0.47070 5.03166
H -0.93527 4.02874 5.25872
C -0.81115 4.40774 3.14399
C 5.89038 0.89297 4.09217
C 2.94344 -0.56490 -6.74681
H -1.54495 5.17344 3.39685
O -0.06065 0.31476 -1.23250
H -4.65710 0.62607 2.24303
H -7.03664 -0.64519 2.26879
H 0.53379 0.06465 -3.17725
H 3.18068 0.35508 -7.28765
C -0.73276 3.45527 4.34686
H 0.78147 -0.35305 -7.11684
C 2.05674 0.27523 -0.20627
H 0.80072 -1.37922 -2.17595
C -4.08649 0.90760 -1.13244
H -2.68484 0.82373 0.56814
H 7.44705 -0.85995 1.60666
H 2.40016 -1.79803 2.58083
*
```

Values from the calculation:
highest occupied orbital energy	-0.284	hartree
ΔE to the lowest compared entry with this formula, charge and spin	75.3	kJ/mol
SMILES string	CCN(CC)CC.C1CCOC1.C1CCOC1.C1CCOC1.C1CCOC1.C1CCOC1.C1CCOC1

Atom charges from the Löwdin analysis, given in e for atoms 1 to 4: atom 1 (C): -0.16, atom 2 (C): -0.17, atom 3 (H): 0.11, atom 4 (H): 0.12



> Which value of ΔE to the lowest compared entry with this formula, charge and spin does entry 2 give?

387.5 kJ/mol



> highest occupied orbital energy of number 1 (C19H24N2O2S)?

-0.317 hartree



What did the first record say?
Density functional theory data (wB97M-V/def2-TZVPD) for one molecule with the formula C19H24N2O2S.

Geometry as ORCA input:
```
! RIJCOSX wB97M-V def2-TZVPD def2/J DEFGRID3
* xyz 0 1
C -0.95787 -2.62132 -4.88149
C 0.87280 4.33857 2.08995
H 0.11253 0.44176 3.88490
H -0.55542 -1.66990 3.43771
H 0.57369 5.37008 2.21078
O -1.08774 1.58201 0.20817
H 2.20526 -2.44206 -1.79720
C 0.44394 2.00316 2.46306
H -1.44709 -3.41372 1.91691
C -1.70465 -1.54300 -4.43793
C 1.61657 1.70187 1.78390
C -1.14192 -1.38402 2.55899
N -0.59180 -0.14651 2.03020
C -1.43101 -0.98918 -3.20239
H 3.30708 2.45749 0.72160
H -2.49271 -1.13576 -5.05327
H 3.92093 4.83280 0.73760
H 2.80991 6.04339 1.39795
H -1.81730 -2.86877 -0.50880
C 0.08073 3.33251 2.61175
H 0.59379 -1.32047 -0.48496
H -1.15813 -3.06384 -5.84608
C 1.43534 -3.18298 -2.00759
H -1.36925 1.28569 3.37032
H -0.01887 -2.63181 1.22413
H 1.90149 0.66740 1.66152
H 0.62877 -3.97418 -4.43451
H 1.89714 -4.01317 -2.53656
H -2.18743 -1.23495 2.86525
O -2.96260 0.40389 1.25422
C 2.04151 4.04225 1.40197
C 2.40140 2.70843 1.25617
C 2.87798 5.13380 0.80553
C -0.20870 -0.84270 -1.05384
H 1.05113 -3.55701 -1.05902
H 0.04751 0.21088 -1.18616
C 0.33268 -2.58778 -2.83568
C 0.04891 -3.13188 -4.08401
H -0.83248 3.58287 3.13183
S -1.61035 0.38933 0.78491
H -2.92811 -1.96137 0.54498
H 2.52552 5.36071 -0.20105
C -1.06414 -2.48098 1.50033
C -1.88175 -2.09897 0.26447
H -2.00226 -0.15056 -2.83388
C -0.42005 -1.49836 -2.39515
C -0.40013 0.89604 3.02813
N -1.45487 -0.83972 -0.30767
*
```

Values from the calculation:
highest occupied orbital energy	-0.317	hartree
ΔE to the lowest compared entry with this formula, charge and spin	134.1	kJ/mol
SMILES string	Cc1ccc(CN2CCCN(Cc3ccccc3C)S2(=O)=O)cc1

Atom charges from the Löwdin analysis, given in e for atoms 1 to 4: atom 1 (C): -0.09, atom 2 (C): -0.04, atom 3 (H): 0.14, atom 4 (H): 0.13